Entry 1:
{"formula": "C30H35N6O3PSSe2Tc", "method": "the ωB97M-V functional and the def2-TZVPD basis", "species": ["Tc", "N", "P", "C", "C", "C", "C", "C", "C", "C", "C", "C", "C", "C", "C", "C", "C", "C", "C", "C", "N", "H", "H", "H", "H", "H", "H", "H", "H", "H", "H", "H", "H", "H", "H", "H", "O", "C", "C", "C", "O", "C", "Se", "C", "Se", "H", "H", "H", "H", "H", "H", "H", "H", "H", "H", "N", "C", "N", "C", "C", "C", "C", "C", "C", "S", "H", "H", "H", "H", "H", "H", "N", "C", "N", "O", "H", "H", "H", "H"], "coordinates": [[0.41794, -0.02755, -0.23447], [-2.62076, -0.60320, 0.03079], [-1.37529, -0.95920, 1.08029], [-1.73492, 0.71698, 3.47703], [-1.25953, 1.56650, 2.45542], [-2.16020, 2.26962, 1.66102], [-3.51991, 2.06593, 1.78823], [-3.99178, 1.15001, 2.72063], [-3.11519, 0.49065, 3.55443], [-1.96314, -2.53151, 1.71094], [-1.58171, -2.94496, 2.98867], [-2.02443, -4.15511, 3.48683], [-2.83915, -4.96844, 2.71027], [-3.18687, -4.57830, 1.42544], [-2.75594, -3.37035, 0.91904], [-2.46270, 0.10553, -1.13251], [-3.59234, 0.38459, -1.90790], [-3.44469, 1.00407, -3.12659], [-2.15338, 1.31181, -3.55102], [-1.09131, 1.02062, -2.72758], [-1.21274, 0.44418, -1.51472], [-3.55897, -0.94647, 0.20464], [0.72817, 0.79576, 2.60688], [-1.79125, 2.97668, 0.92867], [-4.21493, 2.60466, 1.16502], [-5.05212, 0.98672, 2.83004], [-3.48531, -0.19109, 4.30694], [-0.95684, -2.29454, 3.58304], [-1.73714, -4.47135, 4.47717], [-3.19102, -5.91059, 3.09856], [-3.78979, -5.22630, 0.80894], [-3.01077, -3.09763, -0.09522], [-4.56309, 0.09326, -1.53902], [-4.30518, 1.23293, -3.73223], [-1.97682, 1.77011, -4.50997], [-0.08488, 1.23315, -3.05966], [1.58049, 0.33091, -4.29679], [1.45039, -1.03916, -4.03061], [2.61248, -1.61861, -3.18595], [3.64767, -2.24788, -4.14408], [4.72659, -2.72348, -3.38299], [3.35515, -0.53598, -2.40059], [2.25130, 0.88439, -1.62997], [2.11412, -2.72715, -2.25587], [0.51983, -2.33318, -1.15730], [2.28215, 0.47960, -4.94132], [1.34052, -1.61560, -4.95544], [0.51448, -1.13465, -3.46644], [3.98375, -1.48571, -4.86594], [3.16729, -3.05692, -4.71086], [5.34924, -3.18687, -3.95499], [4.07418, -0.02316, -3.04345], [3.91671, -0.99662, -1.58719], [2.91217, -3.02851, -1.57476], [1.81969, -3.60593, -2.83474], [-0.87699, 0.06684, 4.33586], [0.22142, 1.66220, 2.17499], [0.43305, 1.74188, 0.76377], [0.69496, 3.01300, 0.38256], [0.61136, 3.50890, -0.92636], [0.98631, 4.80681, -1.19135], [1.47099, 5.63889, -0.18035], [1.52661, 5.19262, 1.12732], [1.10569, 3.90468, 1.41007], [0.99108, 3.16210, 2.97223], [-0.02578, 0.54800, 4.58330], [-1.33372, -0.34300, 5.13987], [0.21258, 2.87934, -1.70384], [0.89332, 5.17825, -2.19977], [1.78613, 6.64357, -0.41742], [1.87136, 5.83654, 1.92054], [3.49944, 0.83287, 1.67723], [2.90153, -0.34682, 1.91508], [3.37420, -1.08873, 2.93116], [1.89890, -0.73419, 1.28405], [4.34495, 1.09303, 2.15256], [3.23932, 1.37923, 0.86752], [4.22110, -0.85312, 3.41763], [2.99197, -2.00550, 3.09461]], "s2": 3.7938, "orbital_gap_ev": [5.27, 5.06], "e_lumo_ev": [-7.06, -7.61], "total_charge": 2, "multiplicity": 4}

Entry 2:
{"formula": "C2H4N2O4", "method": "the ωB97M-V functional and the def2-TZVPD basis", "species": ["H", "N", "N", "O", "O", "C", "O", "O", "C", "H", "H", "H"], "coordinates": [[0.21779, 0.47430, 2.56385], [0.35837, 0.27041, 1.57696], [0.52391, 1.27604, 0.88643], [0.49905, 2.44067, 1.12600], [0.74482, 0.91955, -0.45152], [1.11824, -0.45331, -0.55835], [2.24668, -0.77490, -0.41919], [0.14295, -1.24847, -0.90069], [-1.20623, -0.79534, -0.94591], [-1.75899, -1.57244, -1.46775], [-1.29538, 0.15016, -1.48008], [-1.59123, -0.68666, 0.07024]], "orbital_gap_ev": 11.70, "e_lumo_ev": 0.45, "smiles": "[H]/N=[N+](\\[O-])OC(=O)OC"}

Entry 3:
{"formula": "C7H12N3S", "method": "the ωB97M-V functional and the def2-TZVPD basis", "species": ["C", "C", "C", "C", "C", "C", "C", "N", "N", "N", "S", "H", "H", "H", "H", "H", "H", "H", "H", "H", "H", "H", "H"], "coordinates": [[-0.29047, 1.68749, 2.31099], [0.83306, 1.18895, 1.63541], [-1.19461, 0.70028, 2.54594], [0.82067, -0.15464, 1.51692], [-2.02213, -0.57676, -2.06391], [1.83029, -1.11638, 0.98412], [0.13331, 0.16884, -1.05975], [1.34679, 1.15215, -2.78917], [0.68114, 0.50855, -2.04031], [-0.90023, -0.75992, -0.99224], [-0.71209, -0.91725, 2.15540], [-0.38584, 2.76294, 2.27766], [1.71542, 1.67162, 1.15374], [-2.11436, 0.90648, 3.13451], [-2.36879, 0.48326, -2.18901], [-1.60967, -1.07828, -2.99559], [-2.86350, -1.09509, -1.77175], [1.73157, -1.37340, -0.03687], [2.86374, -0.70319, 0.90258], [2.00116, -2.00336, 1.61925], [2.26997, 0.92484, -3.05226], [-1.31467, -0.73047, -0.05480], [-0.45077, -1.64667, -1.19084]], "orbital_gap_ev": [7.94, 7.94], "e_lumo_ev": [-3.96, -3.97], "total_charge": 1}

Entry 4:
{"formula": "C3H9N4O", "method": "the ωB97M-V functional and the def2-TZVPD basis", "species": ["C", "C", "C", "N", "N", "N", "N", "O", "H", "H", "H", "H", "H", "H", "H", "H", "H"], "coordinates": [[1.49751, 0.13520, 0.06321], [-0.48585, -0.87690, -0.33086], [-1.51533, 1.52805, -0.30535], [0.66202, 1.00467, 0.53890], [2.82039, 0.20685, 0.06426], [-0.98231, -1.93117, 0.53050], [-0.63044, 0.58137, 0.36159], [0.87585, -0.95754, -0.60152], [-0.87791, -0.99862, -1.33756], [-1.24323, 1.48134, -1.36124], [-2.47047, 1.09846, -0.19181], [-1.51696, 2.60230, -0.05252], [3.15658, 0.98036, 0.60232], [3.47970, -0.32802, -0.50877], [-1.44936, -2.63484, 0.01280], [-0.21972, -2.16868, 1.16970], [-1.10047, 0.27716, 1.34634]], "s2": 2.0070, "orbital_gap_ev": [6.03, 7.29], "e_lumo_ev": [-2.82, -7.14], "total_charge": 1, "multiplicity": 3}

Entry 5:
{"formula": "C11H21BClFO3", "method": "the ωB97M-V functional and the def2-TZVPD basis", "species": ["F", "B", "Cl", "C", "C", "C", "O", "H", "H", "H", "H", "H", "C", "C", "C", "O", "C", "H", "H", "H", "H", "H", "H", "H", "H", "C", "C", "C", "O", "C", "H", "H", "H", "H", "H", "H", "H", "H"], "coordinates": [[-4.01684, -5.04318, 3.58285], [-3.15679, -5.52783, 2.43134], [-3.99356, -6.47952, 1.06924], [-1.54258, -5.29235, 2.32095], [-1.24592, -3.55973, 2.01951], [-0.87337, -3.14343, 0.38647], [-2.30803, -2.83548, 1.14114], [-0.95877, -5.46747, 3.34808], [-0.97246, -5.89960, 1.52218], [-0.65968, -2.91933, 2.93266], [-1.56708, -3.11446, -0.53221], [-0.58924, -4.25642, 0.21703], [-2.40629, 1.65678, -1.14499], [-2.51576, 1.36273, 0.32888], [-1.87127, -0.00270, 0.42826], [-0.88076, -0.07167, -0.60675], [-1.06858, 1.04095, -1.49221], [-2.46086, 2.72139, -1.38603], [-3.20748, 1.14038, -1.68698], [-1.92998, 2.09462, 0.89747], [-3.54158, 1.37879, 0.70564], [-2.59972, -0.80019, 0.24734], [-1.40037, -0.17422, 1.40052], [-0.24974, 1.74766, -1.31877], [-1.02045, 0.69884, -2.52968], [4.00891, 3.12880, -0.11229], [4.54594, 3.48496, -1.47445], [3.55709, 2.80149, -2.39351], [2.29616, 2.78563, -1.71017], [2.51392, 3.16085, -0.34305], [4.33268, 3.80907, 0.67946], [4.32387, 2.11361, 0.15702], [4.50084, 4.57093, -1.61844], [5.57649, 3.16061, -1.63959], [3.84583, 1.76280, -2.58619], [3.44990, 3.31741, -3.35204], [2.11316, 4.17114, -0.20619], [1.97236, 2.47815, 0.31750]], "orbital_gap_ev": 8.09, "e_lumo_ev": -0.58, "smiles": "FB(Cl)C[C@H]1CO1.C1CCOC1.C1CCOC1"}

Entry 6:
{"formula": "C11H20N2Si", "method": "the ωB97M-V functional and the def2-TZVPD basis", "species": ["C", "C", "N", "Si", "C", "C", "C", "H", "H", "H", "H", "H", "H", "H", "H", "H", "H", "H", "H", "H", "C", "C", "C", "C", "C", "C", "N", "H", "H", "H", "H", "H", "H", "H"], "coordinates": [[2.03420, 0.12182, -2.64282], [0.77997, 0.19642, -1.92674], [0.66065, 0.08613, -0.72498], [1.89697, 0.01427, 0.54747], [3.69476, -0.32157, 0.26367], [1.80544, 1.84693, 1.24023], [0.86174, -1.19024, 1.59717], [1.89703, -0.21897, -3.73648], [2.79349, -0.36961, -2.06106], [2.37552, 1.28008, -2.73000], [-0.02530, 0.53112, -2.53885], [4.47451, -0.21517, 0.91984], [3.76968, -1.35791, -0.22973], [3.72047, 0.33240, -0.54449], [1.72666, 1.77985, 2.33549], [2.80695, 2.21810, 1.12545], [1.09254, 2.52547, 0.80833], [0.04300, -0.77599, 2.32777], [0.48269, -2.02562, 1.03003], [1.61111, -1.57144, 2.26892], [-2.60798, -0.65165, -2.43130], [-2.94259, -0.96585, -1.34792], [-3.10598, -1.57357, -0.04801], [-3.29313, -0.42296, 0.97338], [-2.03251, 0.50084, 0.95388], [-2.37433, 1.76302, 1.41786], [-2.58191, 2.78952, 1.86271], [-2.52102, -0.07752, -3.31199], [-2.21897, -2.11180, 0.21655], [-3.91816, -2.29730, -0.03509], [-3.54903, -0.74676, 2.06907], [-4.31223, 0.05477, 0.72771], [-1.32875, 0.15596, 1.61616], [-1.71550, 0.69719, 0.00782]], "orbital_gap_ev": 9.80, "e_lumo_ev": 0.62, "smiles": "C/C=N\\[Si](C)(C)C.C#CCCCC#N"}